Formula: C25H48AuOP4
Source: OMol25
Level of theory: the ωB97M-V functional and the def2-TZVPD basis

Cartesian coordinates (Å):
Au  0.771  -0.220  0.648
P  2.532  0.730  2.129
P  -0.271  1.639  -0.541
P  2.262  -0.877  -1.240
H  -1.020  -2.514  0.865
C  0.009  -2.436  0.507
C  1.063  -2.395  1.438
H  0.846  -2.404  2.506
C  2.120  1.056  3.870
C  3.204  2.314  1.517
C  3.978  -0.380  2.249
C  -1.599  1.076  -1.663
C  -1.045  2.932  0.485
C  0.855  2.593  -1.613
C  3.113  -2.484  -1.075
C  3.624  0.283  -1.601
C  1.293  -1.054  -2.779
H  0.204  -2.783  -0.513
H  2.049  -2.763  1.151
H  1.687  0.157  4.325
H  1.390  1.869  3.949
H  3.025  1.336  4.430
H  2.406  3.070  1.518
H  3.581  2.199  0.492
H  4.025  2.669  2.158
H  3.655  -1.331  2.691
H  4.755  0.062  2.890
H  4.404  -0.578  1.256
H  -2.021  1.925  -2.221
H  -2.398  0.602  -1.077
H  -1.203  0.341  -2.375
H  -1.447  3.733  -0.154
H  -0.293  3.363  1.159
H  -1.859  2.517  1.094
H  0.311  3.434  -2.066
H  1.257  1.967  -2.418
H  1.685  2.995  -1.016
H  3.713  -2.692  -1.971
H  2.382  -3.289  -0.941
H  3.779  -2.465  -0.203
H  4.152  -0.017  -2.518
H  4.342  0.279  -0.769
H  3.243  1.302  -1.735
H  1.905  -1.471  -3.593
H  0.892  -0.084  -3.101
H  0.451  -1.735  -2.594
C  -1.845  -1.178  -6.242
C  -2.969  -1.666  -6.954
C  -3.190  -3.045  -6.984
C  -2.299  -3.929  -6.347
C  -1.165  -3.428  -5.689
C  -0.920  -2.054  -5.659
O  -1.634  0.154  -6.017
H  -2.314  0.662  -6.492
H  -3.652  -0.972  -7.447
H  -4.065  -3.442  -7.505
H  -2.485  -5.010  -6.367
H  -0.460  -4.105  -5.194
H  -0.034  -1.637  -5.175
C  -1.105  -1.413  3.746
P  -1.162  0.054  2.638
C  -2.647  -0.318  1.614
C  -1.885  1.275  3.834
C  -1.262  2.514  4.107
C  -1.798  3.341  5.096
C  -2.961  2.985  5.784
C  -3.603  1.782  5.472
C  -3.087  0.943  4.486
H  -1.893  -1.389  4.514
H  -1.176  -2.335  3.160
H  -0.141  -1.407  4.269
H  -3.389  -0.878  2.197
H  -3.079  0.638  1.289
H  -2.394  -0.903  0.719
H  -0.383  2.825  3.525
H  -1.292  4.285  5.311
H  -3.372  3.653  6.546
H  -4.516  1.500  5.991
H  -3.627  0.032  4.224

HOMO level (spin up / spin down) (eV): -14.772 / -15.772
Total charge: +3
2S+1: 3
LUMO energy (spin up / spin down) (eV): -7.5 / -11.7
Energy above the lowest of the compared OMol25 structures with the same formula, charge and spin (kcal/mol): 0.0
<S²>: 2.028